Molecular formula: C7H13N3O4
Method: DFT, ωB97M-V/def2-TZVPD

Properties
HOMO-LUMO gap = 9.74 eV
E_LUMO = 0.0138 Eh
total energy = -20129.4336 eV
ΔE to the lowest compared entry with this formula, charge and spin = 2.707 eV

```
! wB97M-V def2-TZVPD RIJCOSX def2/J DEFGRID3
* xyz 0 1
C -0.44 0.46 1.05
C 0.85 1.01 0.56
C -0.99 -0.82 0.44
C 0.03 -1.96 0.23
C 0.70 -2.73 1.44
C -0.02 2.02 -1.62
C -0.29 0.96 -2.68
H -1.19 2.51 1.07
H -2.37 1.40 0.64
H -0.37 0.11 2.14
H -1.89 -1.04 1.03
H -1.46 -0.71 -0.51
H -0.23 -2.90 -0.41
H 0.91 -1.54 -0.40
H 1.09 -0.94 1.87
H 1.49 -1.96 3.28
H 1.86 2.25 -0.65
H 0.01 3.02 -2.15
H -0.97 2.00 -1.10
H 0.61 -0.30 -3.79
N -1.46 1.54 1.13
N 1.38 -1.86 2.24
N 0.90 1.94 -0.46
O 1.82 0.61 1.16
O 0.60 -3.94 1.63
O -1.38 0.53 -2.95
O 0.83 0.33 -3.17
*
```

Here are the natural (NBO) charges for atoms 1 to 8, given in e:
1 C -0.162
2 C 0.670
3 C -0.418
4 C -0.534
5 C 0.677
6 C -0.358
7 C 0.772
8 H 0.381


Molecular formula: C5H7O5P
Method: DFT, ωB97M-V/def2-TZVPD

Properties
HOMO-LUMO gap (alpha / beta) = 7.79 / 7.78 eV
E_LUMO (alpha / beta) = -0.0417 / -0.0418 Eh
total energy = -24821.3810 eV
ΔE to the lowest compared entry with this formula, charge and spin = 1.637 eV

```
! wB97M-V def2-TZVPD RIJCOSX def2/J DEFGRID3
* xyz 0 1
C -3.76 -0.79 0.31
C -1.21 0.72 0.37
C -0.21 -0.08 -0.03
C 2.16 0.71 -0.53
C 1.19 -0.01 0.44
O -4.54 -1.51 -0.10
O -3.56 1.90 0.27
O -0.44 -1.13 -0.91
O 3.46 0.68 0.00
O 1.75 -1.33 0.75
P -2.90 0.74 -0.32
H -1.01 1.63 0.92
H 2.01 0.12 -1.59
H 1.76 1.65 -0.74
H 1.35 0.49 1.31
H -1.28 -1.60 -0.78
H 3.99 -0.11 0.04
H 1.22 -2.07 0.58
*
```

Here are the natural (NBO) charges for atoms 1 to 8, given in e:
1 C 0.354
2 C -0.688
3 C 0.355
4 C -0.037
5 C 0.002
6 O -0.396
7 O -1.032
8 O -0.699


Molecular formula: C7H7BrN2
Method: DFT, ωB97M-V/def2-TZVPD

Properties
HOMO-LUMO gap = 7.31 eV
E_LUMO = -0.0559 Eh
total energy = -80390.6195 eV
ΔE to the lowest compared entry with this formula, charge and spin = 3.459 eV

```
! wB97M-V def2-TZVPD RIJCOSX def2/J DEFGRID3
* xyz 0 1
C 0.90 0.11 1.59
C -1.52 0.62 -0.17
C 0.48 1.47 -1.42
C -0.86 -0.54 0.19
C -0.71 1.82 -0.37
C 0.50 -0.77 0.54
C 1.06 -2.14 0.26
N 1.16 0.84 2.45
N 1.38 0.72 -1.12
Br -2.09 -2.04 0.29
H -2.58 0.68 -0.36
H 0.39 2.22 -2.14
H -1.38 2.55 -0.83
H -0.34 2.22 0.54
H 2.07 -2.38 0.75
H 1.22 -2.48 -0.75
H 0.31 -2.91 0.55
*
```

Here are the natural (NBO) charges for atoms 1 to 8, given in e:
1 C 0.253
2 C -0.166
3 C 0.013
4 C -0.061
5 C -0.480
6 C -0.052
7 C -0.659
8 N -0.301


Molecular formula: C2H8ClN2O2
Method: DFT, ωB97M-V/def2-TZVPD

Properties
HOMO-LUMO gap = 10.29 eV
E_LUMO = -0.1435 Eh
total energy = -21792.2368 eV
ΔE to the lowest compared entry with this formula, charge and spin = 3.418 eV

```
! wB97M-V def2-TZVPD RIJCOSX def2/J DEFGRID3
* xyz 1 1
C 0.33 -0.53 0.92
C -0.79 0.07 0.21
N 1.54 0.30 0.87
N -1.50 -0.82 -0.51
O -1.16 1.28 0.49
O 0.71 0.54 -1.30
Cl 0.32 0.53 -2.94
H -0.04 -0.63 1.93
H 0.49 -1.54 0.56
H 1.64 0.34 -0.87
H 2.35 -0.02 1.38
H 1.22 1.18 1.25
H -0.93 -1.68 -0.85
H -2.28 -0.64 -1.11
H -1.89 1.62 -0.03
*
```

Here are the natural (NBO) charges for atoms 1 to 8, given in e:
1 C -0.314
2 C 0.774
3 N -0.819
4 N -0.739
5 O -0.587
6 O -0.816
7 Cl 0.266
8 H 0.242


no.,molar mass (g mol⁻¹)
1,203.2
2,178.1
3,199.1
4,127.6